Molecular formula: C36H108N18O15
Method: DFT, ωB97M-V/def2-TZVPD

Cartesian coordinates (Å):
H (7.81677, 0.25789, 3.20259)
C (-4.89307, 2.09425, 6.11683)
C (-4.49982, -3.24857, -4.85918)
H (-8.77379, 0.88882, 0.78965)
O (3.18479, -7.45268, -3.33355)
O (-6.31188, 2.10538, 5.97797)
C (1.88615, -1.28128, 6.27426)
H (-3.15812, 8.89869, 4.11180)
O (-0.56395, 2.51780, -7.53662)
H (-3.42615, -2.18063, -5.97802)
H (6.98930, 1.97795, -1.64660)
H (-5.53863, 5.94767, -1.12329)
N (5.33590, 8.65680, 2.33197)
N (4.11935, -7.45183, -1.37339)
H (-3.21320, 8.92688, 2.53821)
C (8.28437, -2.41873, -1.96059)
H (1.18191, -0.94518, 4.42281)
H (-3.60082, 6.12579, 1.83867)
H (-5.94037, 4.79454, -2.35638)
H (1.49693, 0.33986, -0.87838)
H (-1.46227, -6.20402, -1.05300)
H (3.85864, 4.75237, 3.89850)
H (-7.01708, -5.22003, -7.33060)
H (1.46668, 1.13290, -5.68507)
H (-8.24436, -5.66560, 0.05348)
H (2.77484, 4.20592, 2.70799)
C (-1.57294, -7.11926, -0.47145)
O (1.34169, -0.81223, 0.88560)
H (-4.49921, -1.23173, -5.31543)
H (0.21802, -6.57502, 1.60366)
H (4.23753, -6.44876, -1.37621)
H (7.36232, 1.37370, -3.17871)
N (-1.19452, 1.00737, -1.25148)
H (0.80736, 9.65140, 4.06416)
N (0.71195, 1.77906, -5.86653)
N (-8.03905, 0.75358, 0.10996)
H (8.69341, 1.60757, -1.97803)
H (2.67035, -2.02894, 1.64733)
H (-7.13706, -5.61119, 2.20115)
H (-0.73539, 8.58906, 2.61546)
H (9.28185, -1.55476, -0.13695)
H (-1.06428, -8.54916, 1.56939)
N (-3.48195, 8.35394, 3.32536)
H (0.23528, 10.17119, 5.72346)
C (5.56989, 6.11752, 2.49926)
O (-2.62676, -7.99112, -0.92697)
C (-2.39469, 7.36390, 3.22870)
H (3.47967, -0.70945, 0.69978)
N (1.94174, -2.48293, 5.94092)
H (-8.83556, -3.98025, 0.13717)
H (-6.53170, -4.19866, 1.27267)
H (7.04365, 2.10746, 4.45167)
N (3.86596, -3.49237, -4.41995)
C (-2.40010, -8.46547, -2.23533)
O (-0.78197, 8.51559, 4.72377)
N (1.49419, 1.88011, -7.96779)
N (8.42320, -3.41811, -3.01440)
H (10.44002, -2.11804, -1.29079)
H (-6.60346, 3.00000, 5.78761)
N (3.05766, -9.27123, -2.10370)
H (-0.00611, 1.96995, -5.18238)
H (-0.80147, -0.51181, 1.80683)
C (-7.40228, -4.66070, 1.73820)
H (-1.45857, -9.00460, -2.34006)
H (1.85625, -2.73173, 4.96578)
H (9.41263, -3.28500, -0.30257)
H (-0.93668, -5.72628, 2.67137)
H (-2.24557, 0.36212, 1.27751)
H (3.65052, -4.43446, -4.12641)
C (-2.58083, 6.50465, 1.90323)
H (-8.22457, 7.84647, -1.51894)
C (3.01239, -2.58424, -4.69090)
N (1.85189, -3.07719, -4.46451)
C (-0.98206, 7.91212, 3.43339)
H (9.25776, -3.45237, -3.58223)
H (0.47476, -1.08332, -1.01048)
C (0.82062, -0.31067, -0.32382)
H (-2.34561, -7.59573, -2.89005)
O (3.28915, -1.49302, -5.06618)
C (-0.03780, 9.79625, 4.73708)
C (-8.51293, -4.84436, 0.71797)
H (-2.40641, 6.60259, 4.00869)
N (-1.86567, -7.96526, 1.76157)
H (8.90909, 1.50842, 2.65883)
H (5.60216, 6.33532, 3.56680)
H (1.61436, -3.94483, -4.00528)
C (7.66649, 1.27824, -2.13638)
H (9.44222, 0.34338, 3.84113)
H (-0.34547, 7.02745, 3.41857)
H (-0.65712, -7.67808, -0.66408)
H (1.07555, -2.46209, -4.66213)
C (7.35507, 7.63180, 1.63986)
O (7.65964, -0.05166, -1.72432)
H (-2.32951, 7.05963, 0.99938)
H (-3.28784, -9.00468, -2.56591)
H (8.32823, -4.28715, -2.50858)
H (-1.51033, 0.19838, -1.76715)
H (6.30157, 5.35204, 2.24089)
H (2.71868, -9.84067, -2.86589)
H (7.82118, 6.70544, 1.30421)
H (-9.75825, 1.99114, -0.77793)
N (-5.99225, 5.73858, -2.00113)
O (8.81020, 2.92296, 4.82039)
H (4.32528, -8.05174, -0.58739)
H (-4.54889, 2.82971, 6.84398)
N (-3.83131, -1.95233, -5.08145)
O (-6.80783, 1.62771, -1.56900)
H (5.67930, 7.33559, 0.69342)
C (-6.99220, 6.48823, -2.36069)
N (1.44604, -0.52174, 5.30088)
H (-5.66340, -4.19216, -3.35013)
C (-0.44028, 0.49172, -0.06447)
C (5.90507, 7.40414, 1.75758)
C (-5.16609, -3.22790, -3.45497)
H (7.29836, -2.51784, -1.50667)
C (-5.45275, -3.74075, -6.00406)
N (-7.29013, 7.46349, -1.50253)
N (-8.85685, 2.22473, -1.16909)
O (2.12015, -0.83578, 7.40125)
H (1.46234, 2.20368, -8.92403)
H (-10.44895, -4.92727, 1.29450)
H (-3.74690, 0.72367, 7.33044)
H (-2.10267, 1.32648, -0.94565)
H (-3.72899, -3.96965, -4.58723)
H (9.14062, -0.74919, -3.03476)
H (-0.19571, 1.41599, 0.45899)
H (-8.68536, 3.04122, -1.73834)
H (-2.71375, -6.14632, 1.11898)
C (-7.83368, 1.49635, -0.90888)
H (-5.88245, -2.41289, -3.55828)
H (-0.79972, 10.49041, 4.38250)
H (8.56310, 3.45355, 5.58131)
H (5.58469, 9.56065, 1.95611)
H (7.82804, 7.89610, 2.58567)
H (-4.89478, -4.10903, -6.86495)
H (2.55877, -3.07063, 6.48314)
H (7.53226, -1.21758, -3.59379)
H (-5.32704, 0.24546, 7.37360)
C (3.42542, -8.03059, -2.32829)
C (-0.67422, -5.94983, 1.63734)
H (1.17604, 0.35898, 5.71502)
H (-8.15673, -4.04756, -6.42279)
H (2.73776, -2.14568, -0.07542)
H (-7.99072, -5.79269, -6.14241)
C (-1.41092, -0.25288, 0.94102)
C (-1.78461, -6.70755, 1.02007)
H (-4.39340, 2.34585, 5.18134)
C (8.03440, 1.74600, 4.72715)
C (0.48480, 2.08445, -7.13006)
C (-4.62517, 0.71583, 6.68494)
H (4.34608, 8.64087, 2.53224)
H (-2.43243, -8.53055, 1.14567)
H (-1.75199, -1.21176, 0.55073)
H (3.21695, -9.61446, -1.16726)
H (-4.44528, 0.02787, 5.85884)
C (8.13842, -1.02676, -2.70821)
H (-0.39427, -5.05995, 1.07355)
O (-6.36182, -4.69706, -5.49368)
H (4.80689, -3.15124, -4.55551)
C (8.58879, 0.95014, 3.53850)
C (9.46607, -2.34965, -0.85968)
H (4.42952, 3.68199, 2.53755)
O (-7.81479, 5.98923, -3.11092)
C (2.65921, -1.42595, 0.73938)
O (-9.64068, -5.40027, 1.50561)
H (2.37852, 1.41764, -7.81233)
C (3.80871, 4.52775, 2.83307)
H (-1.91558, 5.64580, 1.99216)
H (-4.52482, -3.10432, -2.58226)
H (-7.67983, -4.05752, 2.60264)
H (7.43122, 8.40453, 0.87489)
H (-7.32124, 0.05351, 0.23141)
H (8.06238, 1.18453, 5.66100)
H (-6.57274, 7.90287, -0.94361)
C (-7.45191, -4.87843, -6.39127)
H (-6.07494, -2.86530, -6.18993)
O (4.22034, 5.72131, 2.13576)

Forces on the atoms, in the same order (eV/Å):
H -0.025 -0.133 -0.034
C -0.952 -0.337 1.298
C 0.215 -0.625 2.551
H 0.386 -0.138 -0.307
O -1.103 1.899 -3.598
O -0.182 0.597 -0.317
C -0.142 4.760 3.530
H -0.469 0.522 0.542
O -1.538 1.014 -0.335
H 0.906 0.839 -0.436
H -0.135 -0.662 0.810
H 0.140 -0.360 -0.302
N -0.498 -1.060 0.962
N 1.371 0.372 2.773
H -0.607 0.707 -0.430
C 1.467 2.842 -0.585
H -0.363 0.950 0.151
H 0.007 0.210 0.115
H 0.018 0.306 -0.056
H 0.457 -0.077 0.095
H -0.476 0.141 -0.583
H 0.429 -0.375 0.286
H -0.225 0.861 -0.719
H -0.193 0.204 0.550
H 0.158 0.292 -0.365
H -0.109 0.669 -0.826
C -0.287 0.470 -0.001
O 1.146 -0.185 -0.908
H -0.452 0.205 0.219
H 0.144 -0.097 0.308
H 0.068 -0.458 0.143
H 0.323 -0.048 -0.346
N 0.870 -1.229 -0.066
H 0.116 0.575 0.144
N 0.808 -0.765 2.245
N 0.896 -4.455 3.868
H 0.076 0.693 -0.377
H 0.698 0.098 0.089
H 0.097 -0.175 -0.432
H 0.292 0.255 -0.048
H -0.305 0.085 -0.085
H 1.311 0.565 0.440
N 1.403 -0.575 0.077
H 0.089 -0.905 0.142
C -1.516 0.826 -0.353
O 0.282 0.667 0.749
C -0.278 -1.585 -0.549
H -0.160 0.132 -0.002
N 1.521 -8.090 -1.434
H 0.243 0.142 0.220
H 0.195 -0.151 0.041
H -0.517 -0.583 0.369
N 5.974 -2.859 0.832
C -0.384 1.120 -0.230
O 0.090 0.559 0.522
N 2.980 -0.585 -2.511
N -0.899 -0.640 1.008
H -0.034 -0.485 -0.236
H -0.077 0.098 -0.095
N -0.562 -2.629 1.129
H 0.185 -0.338 -0.233
H -0.164 0.058 0.234
C 0.171 0.475 -0.043
H -0.052 -0.393 0.117
H 0.067 -0.160 0.302
H 0.564 -0.103 -0.071
H 0.201 0.130 -0.091
H 0.021 0.036 -0.275
H 0.324 0.282 -0.237
C 0.790 0.701 1.336
H 0.440 0.093 -0.208
C 0.026 -0.199 0.257
N -7.338 0.003 0.330
C 0.277 0.049 -0.007
H 0.284 0.410 0.404
H 0.453 -0.727 -0.102
C -1.114 0.638 -0.892
H 0.179 0.117 -0.350
O 0.365 3.544 -1.327
C -1.774 -1.319 -1.105
C -1.008 -1.518 1.563
H -0.940 0.128 0.446
N -1.189 -0.881 -0.066
H -0.241 0.520 0.332
H 0.114 -0.183 0.275
H 0.456 0.272 -0.250
C 0.779 0.411 -0.980
H 0.077 0.025 0.061
H 0.425 0.070 -0.388
H 0.552 0.007 0.602
H -0.089 -0.237 0.129
C 1.320 -0.290 0.236
O -0.833 -1.907 -0.505
H -0.022 0.070 -0.036
H 0.285 -0.391 0.262
H 0.191 -0.545 -0.572
H 0.263 -0.441 -0.622
H -0.064 -0.202 -0.046
H 0.050 0.130 0.425
H 0.249 0.144 -0.322
H 0.152 0.563 -0.338
N 4.332 -1.274 1.111
O 0.989 0.514 0.202
H 0.348 0.969 0.272
H -0.213 0.314 0.118
N -0.024 -1.484 -1.022
O 0.941 -0.778 0.200
H -1.082 -0.650 -0.059
C -3.495 -2.489 0.471
N -0.661 2.552 -1.253
H -0.347 0.237 0.202
C -2.462 1.024 1.772
C -0.800 1.307 -0.417
C -1.096 -0.046 -1.428
H 0.176 -0.517 0.328
C -0.144 0.959 2.208
N -0.215 2.590 0.855
N -4.037 3.288 -1.430
O 0.267 -0.142 -0.162
H -0.782 0.019 0.368
H 0.034 0.014 -0.088
H 0.529 0.082 -0.388
H 0.031 0.602 0.518
H 0.560 -0.231 -1.208
H 0.178 0.336 -0.181
H 0.473 0.005 0.193
H -0.556 -0.175 -0.088
H -0.202 -0.235 -0.081
C 2.611 1.831 -2.572
H -0.438 -0.030 0.829
H 0.548 0.562 -0.496
H -0.145 -0.123 0.075
H 0.304 -0.478 -0.413
H 0.029 0.320 -0.052
H -0.075 0.106 -0.226
H -0.311 -0.124 0.003
H -0.550 0.568 0.171
H -0.805 0.681 -0.442
C 0.117 0.529 -0.558
C 1.073 0.611 -0.429
H -0.391 0.276 -1.194
H 0.289 0.210 -0.265
H -0.279 0.256 -0.401
H -0.159 0.177 0.799
C 1.499 -0.068 -0.329
C 0.265 -1.923 -1.182
H 0.106 -0.480 -0.169
C 0.213 0.796 -1.441
C -1.068 0.263 -0.834
C 1.594 -0.692 -0.193
H 0.022 -0.216 -0.246
H -1.440 -0.219 0.342
H -0.255 0.058 -0.276
H -0.308 -0.669 -0.568
H 0.004 -0.260 0.175
C 0.653 -0.436 2.038
H -0.247 0.341 0.175
O -0.293 -0.406 -0.161
H 0.246 -0.844 0.252
C -0.132 -0.830 0.510
C -1.991 -0.004 -0.815
H 0.248 -0.056 0.236
O -0.887 0.977 -1.695
C -1.478 -0.206 0.951
O 0.457 0.570 -0.632
H -0.345 0.084 0.816
C 0.490 0.761 0.303
H 0.055 -0.039 -0.285
H 0.369 0.348 -0.499
H -0.336 0.356 -0.280
H 0.794 0.104 0.225
H -0.327 -0.020 0.636
H -0.238 -0.177 -0.093
H -0.377 0.028 -0.116
C 0.743 -1.494 0.067
H 0.209 0.381 -0.865
O 0.072 -0.640 0.222

LUMO energy   -0.28 eV
HOMO   -8.94 eV
ΔE to the lowest compared entry with this formula, charge and spin   79.3 kJ/mol
Kohn-Sham gap   8.66 eV